# C32H25F5N9O5PbSe4

C32H25F5N9O5PbSe4 as an isolated structure (the ωB97M-V functional and the def2-TZVPD basis, OMol25).

Each line ends with the Mulliken charge.
Cartesian coordinates (Å):
Pb: -0.1076 -0.9678 -2.3450  1.4174
Se: 0.0221 -4.1370 1.0375  0.2016
Se: 0.9437 -6.2903 1.5176  -0.1251
Se: 2.3244 -6.1232 -0.3190  0.0836
Se: 1.3855 -4.0641 -0.8691  0.4786
C: -4.5326 0.3529 4.1806  -1.9987
C: -5.0559 1.0410 2.9351  0.5146
C: -5.2165 2.5390 3.1258  -0.9622
C: -5.9611 3.1270 1.9377  -1.1070
C: -5.3401 2.6825 0.6345  1.0572
C: -5.5939 3.3715 -0.5306  -0.6677
C: -4.9817 2.9957 -1.7209  0.1458
F: -5.2656 3.6950 -2.8259  -0.3513
C: -4.0918 1.9624 -1.7831  -1.0510
C: -3.8117 1.2499 -0.6123  1.0886
C: -2.8094 0.1762 -0.6658  1.2478
O: -2.2674 -0.0704 -1.7651  -1.3122
C: -2.5393 -0.4792 0.5700  -0.6355
C: -3.2881 -0.1387 1.6804  -0.4025
N: -4.2022 0.8203 1.7291  0.2913
C: -4.4559 1.5874 0.5829  -0.9150
C: -1.5744 -1.6059 0.8073  0.6748
O: -1.6610 -2.2146 1.8759  -0.8017
O: -0.6698 -1.8781 -0.0836  -0.7243
H: -5.2024 0.5977 5.0041  0.4492
H: -3.5310 0.7036 4.4414  0.3661
H: -4.5173 -0.7334 4.0909  0.5443
H: -6.0362 0.6257 2.6857  0.2411
H: -4.2238 2.9906 3.2203  0.2662
H: -5.7570 2.7282 4.0528  0.4181
H: -5.9560 4.2165 1.9815  0.4705
H: -7.0096 2.8180 1.9713  0.3890
H: -6.2654 4.2221 -0.5277  0.5510
H: -3.6033 1.6874 -2.7074  0.6344
H: -3.1227 -0.7149 2.5773  0.8596
N: 1.8775 -0.6703 -0.7746  0.0064
C: 2.3456 0.7226 -0.6728  1.1131
C: 2.6951 1.1366 0.7805  -1.2713
C: 1.9261 2.2943 1.4203  -0.6904
C: 0.4349 2.0479 1.6955  -1.2706
N: -0.4679 2.2923 0.5603  0.7223
C: -0.6347 3.4803 -0.0081  0.3046
N: -0.3472 4.5958 0.6656  -0.2877
N: -1.1776 3.5448 -1.2301  -0.1220
C: 1.3734 1.6967 -1.3381  -0.0215
O: 1.6500 2.8848 -1.3007  -0.6793
O: 0.3006 1.2102 -1.8787  -0.6204
H: 1.4626 -0.9900 0.0951  0.1902
H: 2.6543 -1.2891 -0.9742  -0.3329
H: 3.2487 0.7934 -1.2761  0.4052
H: 3.7528 1.3925 0.8277  0.3376
H: 2.5847 0.2529 1.4178  0.4203
H: 2.0567 3.1984 0.8253  0.4143
H: 2.3985 2.4745 2.3885  0.5101
H: 0.1057 2.6635 2.5353  0.4557
H: 0.2593 1.0152 2.0003  0.4704
H: -0.6509 1.5092 -0.0563  -0.5607
H: 0.1064 4.5471 1.5598  0.2084
H: -0.2869 5.4707 0.1738  0.2369
H: -0.9389 2.7734 -1.8431  0.1220
H: -1.1922 4.4416 -1.6877  0.2697
F: 4.1911 -0.9919 -2.6115  -0.4776
C: 4.5681 -2.2593 -2.3540  0.0403
C: 5.4505 -2.4446 -1.3322  0.8063
F: 5.8466 -1.3587 -0.6694  -0.3699
C: 5.9465 -3.7158 -0.9564  0.1676
C: 5.4334 -4.7662 -1.7565  0.5491
C: 4.5281 -4.5746 -2.7649  -0.0696
F: 4.0765 -5.6657 -3.3979  -0.3881
C: 4.0203 -3.3043 -3.1302  0.4079
C: 3.0182 -3.1058 -4.1198  0.6334
C: 2.3546 -1.8680 -4.2869  0.3270
N: 1.7292 -0.8930 -4.3768  -0.7544
C: 2.4909 -4.1520 -4.9368  -0.1223
N: 2.0312 -4.9514 -5.6278  -0.5959
F: 5.8036 -6.0198 -1.5038  -0.3492
C: 6.8444 -3.9109 0.1177  0.6617
C: 7.3687 -5.1867 0.4763  -0.0334
N: 7.8239 -6.2030 0.7723  -0.5424
C: 7.2733 -2.8513 0.9689  -0.0065
N: 7.6390 -2.0394 1.7003  -0.5506

Atomic forces in eV per Å
Pb 0.0 -0.1 -0.1
Se 0.1 -0.1 -0.1
Se 0.1 0.1 -0.1
Se 0.0 0.1 0.0
Se -0.1 0.0 0.1
C 0.1 0.0 -0.1
C 0.0 0.0 0.0
C 0.0 0.1 -0.1
C 0.0 0.0 0.0
C 0.0 0.0 0.1
C 0.0 0.1 0.0
C 0.0 0.0 0.0
F 0.0 0.0 0.0
C 0.0 -0.1 0.0
C 0.0 -0.1 0.0
C -0.2 0.1 0.2
O 0.2 0.0 -0.1
C -0.1 0.0 0.0
C -0.1 0.0 0.0
N 0.0 0.1 0.0
C 0.0 0.0 0.1
C 0.1 0.0 0.1
O 0.1 0.0 -0.2
O -0.1 0.0 0.1
H 0.0 0.0 0.0
H 0.0 0.0 0.0
H 0.0 0.0 0.0
H 0.0 -0.1 0.0
H 0.0 0.0 0.0
H 0.0 0.0 0.0
H 0.0 0.0 0.0
H 0.0 0.0 0.0
H 0.0 0.0 0.0
H 0.0 0.0 0.0
H 0.0 0.0 0.0
N 0.0 -0.1 -0.1
C -0.1 -0.1 0.0
C 0.0 0.1 0.0
C 0.0 -0.1 0.2
C 0.0 0.1 -0.1
N 0.0 -0.1 0.3
C -0.1 0.1 -0.1
N 0.0 0.1 0.0
N -0.1 0.3 0.2
C 0.7 0.1 -0.2
O -0.1 -0.2 -0.3
O -0.3 -0.1 -0.1
H 0.0 0.0 0.0
H 0.1 0.0 0.0
H 0.0 0.0 0.0
H 0.0 0.0 0.0
H 0.0 0.0 0.0
H 0.0 -0.1 0.1
H 0.0 0.0 0.0
H 0.0 0.0 0.0
H 0.0 0.0 0.0
H 0.0 0.1 0.1
H 0.0 0.0 0.0
H 0.0 0.0 0.0
H 0.1 -0.3 0.0
H 0.0 0.1 0.0
F 0.0 0.1 -0.1
C 0.0 0.0 0.0
C 0.0 0.0 0.0
F 0.0 0.1 0.0
C 0.1 0.0 0.1
C -0.1 -0.1 0.0
C 0.0 -0.1 0.0
F 0.0 0.0 0.0
C -0.2 0.0 -0.1
C -0.2 0.0 0.0
C 0.0 0.0 0.1
N 0.2 -0.2 0.0
C 0.1 0.1 0.0
N 0.0 0.0 0.1
F 0.0 0.0 0.0
C 0.0 0.0 0.1
C 0.0 0.1 -0.2
N -0.1 0.1 0.1
C 0.0 -0.1 0.0
N 0.0 0.0 0.0

For the HOMO energy (spin up / spin down), the calculation gives -9.2962 / -9.9344 eV. As for the spin multiplicity: 1. The calculation puts the lowest unoccupied orbital energy (spin up / spin down) at -5.77 / -4.72 eV. For the maximum force, the calculation gives 0.72 eV/Å. The relative energy (zero: lowest compared OMol25 entry of this formula, charge and spin) comes out at 105.6 kJ/mol. The electronic energy is -12401.1754 Ha. The total charge is +1. The HOMO-LUMO gap (spin up / spin down) comes out at 3.52 / 5.21 eV.


# C32H25N4O2PPdS

C32H25N4O2PPdS as an isolated structure (the ωB97M-V functional and the def2-TZVPD basis, OMol25).

Each line ends with the natural charge from an NBO analysis.
Cartesian coordinates (Å):
Pd: -0.0807 0.1518 0.2548  0.8686
N: -1.6631 3.6653 -1.7071  -0.7570
C: -1.4557 2.5552 -0.9929  0.2917
S: -0.1582 1.4954 -1.5595  0.1175
N: -2.1879 2.2645 0.0282  -0.3660
N: -1.8341 1.0610 0.5744  -0.2440
C: -2.6566 0.4745 1.3979  0.3043
C: -3.8944 1.1025 1.8737  -0.0785
C: -5.1024 0.4110 1.7559  -0.1969
C: -6.2770 0.9945 2.2011  -0.1980
C: -6.2464 2.2502 2.7905  -0.1530
C: -5.0443 2.9366 2.9171  -0.1895
C: -3.8732 2.3760 2.4440  -0.1781
C: -2.3091 -0.9133 1.7579  0.1222
C: -2.9835 -1.6735 2.6853  -0.1846
C: -2.6384 -3.0213 2.8159  -0.1070
C: -1.6505 -3.5549 2.0180  -0.2080
C: -0.9625 -2.7130 1.1483  0.1164
N: -1.2821 -1.4304 1.0391  -0.5155
H: -1.1244 3.8705 -2.5301  0.4222
H: -2.4996 4.2014 -1.5354  0.4343
H: -5.1332 -0.5647 1.2879  0.2268
H: -7.2145 0.4678 2.0886  0.2411
H: -7.1626 2.6987 3.1498  0.2401
H: -5.0261 3.9143 3.3788  0.2343
H: -2.9403 2.9184 2.5207  0.2156
H: -3.7676 -1.2350 3.2845  0.2623
H: -3.1595 -3.6421 3.5323  0.2541
H: -1.3792 -4.5992 2.0710  0.2615
H: -0.1459 -3.0668 0.5386  0.2581
O: 1.7193 -2.5188 1.9113  -0.5329
C: 1.9488 -1.3957 1.5594  0.7649
O: 1.6238 -0.9244 0.3265  -0.7551
C: 2.6845 -0.4008 2.3916  -0.1861
C: 3.4072 -0.8110 3.4999  -0.1392
C: 4.1277 0.1242 4.2315  -0.1537
C: 4.1081 1.4642 3.8684  -0.1666
C: 3.3637 1.8872 2.7743  -0.2006
C: 2.6688 0.9423 2.0272  -0.3226
P: 1.8429 1.5103 0.5328  1.5221
C: 3.0041 1.4395 -0.8219  -0.5182
C: 4.0471 0.5116 -0.6992  -0.0656
C: 5.0111 0.4157 -1.6864  -0.2205
C: 4.9479 1.2419 -2.7991  -0.1225
C: 3.9192 2.1680 -2.9272  -0.2072
C: 2.9451 2.2654 -1.9525  -0.1603
C: 1.2674 3.1647 0.9216  -0.4662
C: 1.9500 4.2939 0.4612  -0.1854
C: 1.5613 5.5540 0.8906  -0.1920
C: 0.5047 5.6936 1.7791  -0.1711
C: -0.1578 4.5703 2.2578  -0.1336
C: 0.2238 3.3091 1.8367  -0.2108
H: 3.4050 -1.8579 3.7724  0.2573
H: 4.7046 -0.1910 5.0902  0.2471
H: 4.6692 2.1889 4.4425  0.2462
H: 3.3418 2.9373 2.5141  0.2398
H: 4.1117 -0.1288 0.1681  0.2169
H: 5.8130 -0.3022 -1.5850  0.2441
H: 5.7034 1.1683 -3.5699  0.2435
H: 3.8758 2.8141 -3.7932  0.2415
H: 2.1477 2.9830 -2.0725  0.2276
H: 2.7989 4.1996 -0.2000  0.2386
H: 2.0967 6.4260 0.5401  0.2447
H: 0.2087 6.6785 2.1146  0.2426
H: -0.9624 4.6798 2.9728  0.2243
H: -0.2809 2.4388 2.2425  0.2143

Atomic forces in eV per Å
Pd -0.7 -0.5 0.4
N 0.0 0.0 0.0
C -0.1 -0.1 0.1
S 0.4 0.1 -0.2
N 0.2 0.0 0.0
N -0.1 -0.1 0.1
C 0.1 0.0 0.0
C -0.1 0.0 0.0
C 0.0 0.0 0.0
C 0.0 0.0 0.0
C 0.0 0.0 0.0
C 0.0 0.0 0.0
C 0.0 0.0 0.0
C 0.0 0.0 0.0
C 0.0 0.0 -0.1
C 0.0 0.0 0.0
C 0.0 0.0 0.0
C -0.1 0.0 0.0
N 0.3 0.2 0.3
H 0.0 0.0 0.0
H 0.0 0.0 0.0
H 0.0 0.0 0.0
H 0.0 0.0 0.0
H 0.0 0.0 0.0
H 0.0 0.0 0.0
H 0.0 0.0 0.0
H 0.0 0.0 0.0
H 0.0 0.0 0.0
H 0.0 0.0 0.0
H 0.0 0.0 0.0
O 0.1 0.0 0.0
C 0.0 0.1 -0.3
O -0.1 0.1 -0.1
C 0.0 -0.1 0.0
C 0.0 0.0 0.1
C 0.0 0.0 0.0
C 0.0 0.0 0.0
C 0.0 0.0 0.2
C -0.3 0.0 0.0
P 0.3 0.2 -0.3
C 0.0 -0.1 0.1
C 0.0 0.0 0.0
C 0.0 0.0 0.0
C 0.0 0.0 0.0
C 0.0 0.0 0.0
C -0.1 0.1 0.0
C 0.2 0.0 0.0
C 0.0 0.0 0.0
C 0.0 0.0 0.0
C 0.0 0.0 0.0
C 0.0 0.0 0.0
C 0.0 0.0 0.0
H 0.0 0.0 0.0
H 0.0 0.0 0.0
H 0.0 0.0 0.0
H 0.0 0.0 0.0
H 0.0 0.0 0.0
H 0.0 0.0 0.0
H 0.0 0.0 0.0
H 0.0 0.0 0.0
H 0.0 0.0 0.0
H 0.0 0.0 0.0
H 0.0 0.0 0.0
H 0.0 0.0 0.0
H 0.0 0.0 0.0
H 0.0 0.0 0.0

For the HOMO energy, the calculation gives -14.2360 eV. As for the spin multiplicity: 1. The calculation puts the lowest unoccupied orbital energy at -8.22 eV. For the maximum force, the calculation gives 0.91 eV/Å. The electronic energy is -2470.8308 Ha. The total charge is +2. The HOMO-LUMO gap comes out at 6.02 eV.


Question: What is the maximum force in the first record?
Answer: 0.72 eV/Å